Here is a molecular structure, C19H18N5O2S2Sn from the OMol25 dataset. Energies are from ωB97M-V/def2-TZVPD.

Results
2S+1: 1
E, eV: -59034.212
LUMO energy, eV: -3.04
Total charge: +1

```
47
C19H18N5O2S2Sn (ωB97M-V/def2-TZVPD)
Sn 0.912 -1.985 -0.484
C 0.841 -2.446 3.220
N 1.381 -1.169 3.625
C 1.830 -0.953 5.004
C 2.368 0.490 4.985
N 2.189 0.858 3.584
C 1.626 -0.110 2.858
S 1.295 0.123 1.203
H 1.564 -3.239 3.412
H 0.620 -2.422 2.159
H -0.077 -2.658 3.769
H 2.597 -1.683 5.263
H 0.992 -1.075 5.691
H 3.418 0.540 5.266
H 1.797 1.149 5.636
H 2.458 1.735 3.174
O -0.156 -0.609 -1.922
S -0.462 0.858 -2.236
C -1.686 0.792 -3.523
C -1.657 1.805 -4.468
C -2.615 1.811 -5.472
C -3.568 0.804 -5.522
C -3.569 -0.217 -4.577
C -2.624 -0.229 -3.567
C -1.447 1.429 -0.866
C -1.373 2.777 -0.555
C -2.133 3.266 0.498
C -2.941 2.404 1.225
C -2.995 1.051 0.909
C -2.244 0.554 -0.143
H -0.896 2.575 -4.425
H -2.607 2.592 -6.219
H -4.311 0.807 -6.308
H -4.307 -1.005 -4.634
H -2.600 -1.026 -2.835
H -0.730 3.437 -1.126
H -2.090 4.316 0.750
H -3.536 2.788 2.043
H -3.629 0.386 1.480
H -2.270 -0.498 -0.396
O 2.673 -3.386 0.089
N 3.915 -3.545 -0.133
C 4.552 -2.676 -0.900
C 5.942 -2.824 -1.169
N 7.062 -2.915 -1.405
C 3.732 -1.641 -1.399
N 2.759 -1.038 -1.559
```